[1]
This record from the OMol25 dataset describes C21H18BrCrI2N5O4S as an isolated structure. The level of theory is wB97M-V/def2-TZVPD.

The value obtained for the calculated total energy is -5997.85207 Eh. As for the multiplicity: 5. The total charge is 0. The value obtained for the energy above the lowest of the compared OMol25 structures with the same formula, charge and spin is 36.7 kcal per mole. The LUMO energy (spin up / spin down) is -0.3749 / -0.8780 eV. The calculation puts the orbital gap (spin up / spin down) at 6.87 / 6.54 eV.

Last column: natural (NBO) charge in e.
Atoms and positions in Å:
O  -4.500  -3.146  6.796  -0.48
O  -3.061  0.863  2.114  -0.70
H  3.097  3.413  -1.619  0.23
H  5.154  -2.297  1.338  0.23
C  -2.418  -0.032  2.656  0.80
Cr  0.237  0.285  1.279  1.10
N  2.037  0.790  0.183  -0.49
H  -1.213  -2.014  4.090  0.24
H  2.034  -2.506  2.297  0.21
C  -0.718  -1.904  -0.623  0.28
S  -1.079  -0.220  -0.744  -0.22
H  -2.212  -2.489  -1.881  0.41
H  5.305  2.297  -1.170  0.22
C  -4.921  -1.331  5.184  -0.27
H  -3.620  -5.011  6.821  0.16
C  2.028  1.923  -0.529  0.07
H  -5.938  -1.148  5.495  0.23
H  -3.031  -3.838  8.067  0.16
O  -2.318  -3.559  6.154  -0.49
C  2.443  0.073  3.483  0.09
C  4.437  -1.596  1.740  -0.31
N  0.812  -1.500  0.850  -0.25
C  -2.235  -1.838  4.392  -0.24
I  -1.650  3.713  -1.407  0.16
H  4.198  0.234  4.601  0.23
H  -2.788  3.909  0.996  0.24
C  -2.147  3.149  0.566  -0.70
H  -4.860  0.177  3.643  0.24
O  -1.211  -0.365  2.355  -0.77
C  3.217  -1.272  0.941  -0.30
C  1.930  -1.557  1.758  0.10
C  3.201  0.134  0.357  0.29
H  5.313  0.154  0.096  0.24
H  -1.232  -3.765  -1.231  0.41
N  1.579  -0.419  2.589  -0.66
I  -0.490  2.987  1.888  0.31
H  3.191  -1.937  0.068  0.25
C  -3.004  -0.845  3.771  -0.16
C  -2.844  -2.547  5.391  0.28
C  4.600  -1.115  2.980  -0.02
C  -4.315  -0.600  4.160  -0.16
N  0.242  -2.440  0.167  -0.28
C  4.391  0.682  -0.105  -0.24
N  -1.391  -2.784  -1.386  -0.76
C  3.747  -0.246  3.745  -0.46
C  3.169  2.497  -1.052  -0.26
Br  6.220  -1.591  3.886  0.02
C  -3.358  -3.970  7.032  0.24
C  -4.152  -2.302  5.778  0.24
C  4.380  1.870  -0.807  -0.13
H  -2.612  2.170  0.592  0.28
H  1.058  2.381  -0.678  0.21
H  2.016  0.860  4.100  0.19


[2]
This record from the OMol25 dataset describes a 2-piece molecular cluster, C4H10N2 overall at a distorted geometry. The level of theory is wB97M-V/def2-TZVPD.

The value obtained for the calculated total energy is -267.83811 Eh. The total charge is 0. The value obtained for the energy above the lowest of the compared OMol25 structures with the same formula, charge and spin is 54.7 kcal per mole. The LUMO energy is 0.8833 eV. The calculation puts the orbital gap at 8.93 eV. The SMILES is C=CN.C=CN.

Last column: natural (NBO) charge in e.
Atoms and positions in Å:
H  1.032  -0.471  -1.990  0.38
C  -1.910  -1.343  0.229  -0.57
H  -2.371  1.060  -0.890  0.38
H  1.766  -0.054  1.924  0.21
C  -1.404  -0.120  0.494  0.02
H  -1.172  1.902  0.114  0.39
H  1.151  1.086  -1.545  0.36
H  -0.788  0.095  1.391  0.20
H  -1.672  -2.204  0.850  0.21
N  -1.772  1.084  -0.037  -0.83
N  1.622  0.159  -1.516  -0.82
H  2.102  -1.330  -0.238  0.19
H  -2.562  -1.567  -0.613  0.19
C  1.892  0.483  0.983  -0.57
C  1.905  -0.291  -0.178  0.06
H  2.180  1.514  1.023  0.21


[3]
This record from the OMol25 dataset describes a 2-piece molecular cluster, C9H14O overall at a distorted geometry. The level of theory is wB97M-V/def2-TZVPD.

The value obtained for the calculated total energy is -426.55587 Eh. The total charge is 0. The value obtained for the energy above the lowest of the compared OMol25 structures with the same formula, charge and spin is 10.6 kcal per mole. The LUMO energy is 0.8575 eV. The calculation puts the orbital gap at 9.23 eV. The SMILES is Cc1ccc(O)cc1.CC.

Last column: natural (NBO) charge in e.
Atoms and positions in Å:
O  -0.971  0.067  -2.914  -0.69
H  -0.693  1.174  3.079  0.22
H  2.038  -2.947  -1.207  0.20
H  -1.702  -0.391  -3.319  0.49
C  -2.013  -0.208  -0.755  -0.29
C  1.946  -2.309  -0.329  -0.61
H  -2.654  -1.027  -1.060  0.21
C  -0.477  1.913  0.157  -0.19
H  -1.213  2.751  2.591  0.22
C  -0.296  1.441  -1.137  -0.27
H  1.074  -1.694  -0.552  0.21
H  -2.686  -0.366  1.271  0.21
C  -2.104  0.216  0.564  -0.18
H  0.562  1.737  -1.728  0.23
H  -2.369  1.428  2.989  0.22
C  -1.116  0.433  -1.609  0.30
H  4.021  -1.873  0.228  0.20
C  -1.446  1.692  2.478  -0.63
H  2.973  -0.472  0.436  0.21
C  -1.354  1.297  1.034  -0.05
H  0.253  2.571  0.618  0.21
H  1.687  -2.956  0.507  0.20
C  3.133  -1.366  -0.158  -0.61
H  3.407  -1.111  -1.184  0.20